[1]
Molecular formula: C5H5F
Method: DFT, the ωB97M-V functional and the def2-TZVPD basis

Summary:
Total energy ... -7982.2435 eV
Strongest force on any atom ... 2.0 eV Å⁻¹
SMILES ... FC1=CCC=C1

ORCA input file:
```
! wB97M-V def2-TZVPD RIJCOSX def2/J DEFGRID3
* xyz 0 1
F -2.544 0.068 -0.020
C -1.212 -0.034 -0.028
C -0.471 -1.158 -0.017
C 0.928 -0.612 -0.021
C 0.839 0.867 -0.017
C -0.462 1.231 0.004
H -0.815 -2.170 0.076
H 1.554 -0.964 -0.827
H 1.413 -0.986 0.839
H 1.689 1.551 -0.017
H -0.919 2.207 0.030
*
```


[2]
Molecular formula: C5H5F2N3
Method: DFT, the ωB97M-V functional and the def2-TZVPD basis

Summary:
Total energy ... -15172.0608 eV
Strongest force on any atom ... 1.1 eV Å⁻¹
SMILES ... CNc1cc(F)nc(F)n1

ORCA input file:
```
! wB97M-V def2-TZVPD RIJCOSX def2/J DEFGRID3
* xyz 0 1
C -2.398 0.082 0.009
N -1.254 -0.817 0.021
C 0.040 -0.429 -0.045
C 0.415 0.937 -0.050
C 1.788 1.152 -0.011
F 2.242 2.398 0.014
N 2.717 0.211 -0.004
C 2.201 -0.999 -0.023
F 3.126 -1.955 0.024
N 0.955 -1.410 -0.050
H -2.538 0.662 0.946
H -2.318 0.794 -0.818
H -3.300 -0.537 -0.177
H -1.364 -1.836 0.132
H -0.312 1.748 0.032
*
```


[3]
Molecular formula: C5H5F3NO2ReSbSe4
Method: DFT, the ωB97M-V functional and the def2-TZVPD basis

Summary:
Total energy ... -289055.8689 eV
Strongest force on any atom ... 2.8 eV Å⁻¹

ORCA input file:
```
! wB97M-V def2-TZVPD RIJCOSX def2/J DEFGRID3
* xyz 0 2
Re 0.175 1.609 0.028
Se 2.922 -1.962 1.582
Sb 2.906 0.397 1.931
Se 0.414 1.318 2.338
Se 2.460 1.622 -0.408
Se 4.368 1.756 3.234
C -0.438 -3.691 0.673
C -0.506 -2.867 -0.624
C -0.244 -1.465 -0.409
N -0.020 -0.355 -0.231
H -0.602 -4.738 0.425
H -1.204 -3.375 1.379
H 0.538 -3.582 1.139
H -1.493 -2.957 -1.084
H 0.233 -3.233 -1.340
F -2.099 1.709 -0.608
C -1.601 2.614 -1.546
F -2.515 2.797 -2.453
F -0.544 1.932 -2.133
C -1.063 3.914 -0.816
O -1.541 4.970 -1.106
O -0.145 3.589 0.029
*
```


[4]
Molecular formula: C5H5F3O
Method: DFT, the ωB97M-V functional and the def2-TZVPD basis

Summary:
Total energy ... -15461.6260 eV
Strongest force on any atom ... 6.5 eV Å⁻¹
SMILES ... C=C(OC)C(F)=C(F)F

ORCA input file:
```
! wB97M-V def2-TZVPD RIJCOSX def2/J DEFGRID3
* xyz 0 1
C 1.014 -0.741 1.170
C 1.108 -0.663 -0.120
O 0.315 -0.164 -1.109
C -1.024 0.085 -0.796
C 2.578 -1.384 -1.036
F 2.798 -1.165 -2.332
C 3.445 -2.176 -0.421
F 4.444 -2.871 -1.101
F 3.409 -2.661 0.833
H 0.102 -0.304 1.519
H 1.619 -1.226 1.820
H -1.512 0.467 -1.827
H -1.181 0.675 0.137
H -1.532 -0.786 -0.522
*
```


[5]
Molecular formula: C5H5F4O3S
Method: DFT, the ωB97M-V functional and the def2-TZVPD basis

Summary:
Total energy ... -33111.8792 eV
Strongest force on any atom ... 5.6 eV Å⁻¹

ORCA input file:
```
! wB97M-V def2-TZVPD RIJCOSX def2/J DEFGRID3
* xyz -1 1
C -2.910 0.386 -0.983
C -2.041 0.171 0.013
C -0.999 -0.887 -0.345
C 1.040 0.164 0.155
C 2.328 0.662 -0.358
O 2.500 -0.561 2.279
O 0.478 -1.917 1.619
O 0.297 -0.347 -0.753
F 0.233 1.951 0.317
F 2.253 1.462 -1.485
F 3.206 -0.383 -0.591
F 2.928 1.440 0.566
S 1.020 -0.615 2.090
H -3.767 0.943 -0.672
H -2.818 0.116 -1.985
H -1.982 0.428 1.004
H -1.102 -1.467 -1.276
H -0.664 -1.546 0.406
*
```


[6]
Molecular formula: C5H5FO2
Method: DFT, the ωB97M-V functional and the def2-TZVPD basis

Summary:
Total energy ... -12076.7380 eV
Strongest force on any atom ... 2.2 eV Å⁻¹
SMILES ... O=CC/C=C(/F)C=O

ORCA input file:
```
! wB97M-V def2-TZVPD RIJCOSX def2/J DEFGRID3
* xyz 0 1
O -0.080 3.126 0.067
C 0.201 1.977 -0.066
C -0.346 0.854 0.739
C -0.931 -0.231 -0.106
C -0.344 -1.323 -0.514
F -0.965 -2.167 -1.358
C 1.025 -1.781 -0.199
O 1.541 -2.784 -0.646
H 0.943 1.720 -0.860
H -1.134 1.270 1.422
H 0.417 0.492 1.455
H -1.896 -0.022 -0.506
H 1.569 -1.130 0.572
*
```


[7]
Molecular formula: C5H5FO3
Method: DFT, the ωB97M-V functional and the def2-TZVPD basis

Summary:
Total energy ... -14118.9543 eV
Strongest force on any atom ... 4.6 eV Å⁻¹

ORCA input file:
```
! wB97M-V def2-TZVPD RIJCOSX def2/J DEFGRID3
* xyz 0 1
C -3.650 1.431 -0.176
C -2.740 0.627 -0.230
C 0.671 -0.354 0.075
C 2.987 0.052 0.485
C -1.704 -0.348 -0.032
O 0.813 -1.103 -0.840
O 1.630 0.350 0.739
O -0.561 0.125 0.534
F -2.047 -1.565 0.332
H -4.353 2.142 -0.245
H 3.428 1.048 0.462
H 3.041 -0.457 -0.458
H 3.215 -0.770 1.226
H -0.731 -1.179 -1.871
*
```


[8]
Molecular formula: C5H5FO5
Method: DFT, the ωB97M-V functional and the def2-TZVPD basis

Summary:
Total energy ... -18217.2936 eV
Strongest force on any atom ... 5.3 eV Å⁻¹

ORCA input file:
```
! wB97M-V def2-TZVPD RIJCOSX def2/J DEFGRID3
* xyz 0 1
C -2.678 0.984 -0.131
C 1.766 -0.029 0.580
C -0.439 0.256 0.702
C -1.881 -1.212 -0.641
C 2.939 0.415 -0.306
O -3.518 1.790 -0.037
O 1.770 -0.674 1.606
O -1.479 1.149 0.591
O -2.782 -0.204 -0.821
O 0.701 0.489 -0.020
F -2.246 -2.238 0.240
H -0.271 -0.302 1.680
H -1.340 -1.623 -1.553
H 2.928 -0.273 -1.191
H 3.930 0.259 0.134
H 2.599 1.213 -0.833
*
```


[9]
Molecular formula: C5H5IOS
Method: DFT, the ωB97M-V functional and the def2-TZVPD basis

Summary:
Total energy ... -26244.1388 eV
Strongest force on any atom ... 4.5 eV Å⁻¹

ORCA input file:
```
! wB97M-V def2-TZVPD RIJCOSX def2/J DEFGRID3
* xyz 0 1
C 0.891 -0.005 0.724
C -0.994 1.216 -0.277
C 1.840 0.326 -0.265
C -0.216 -0.981 0.340
C -1.192 -0.152 -0.506
O 0.919 0.481 1.842
S -1.164 2.764 -0.254
I -3.338 -0.752 0.051
H 2.546 0.981 -0.004
H 2.260 -0.235 -0.967
H 0.091 -1.852 -0.315
H -0.670 -1.375 1.256
H -0.975 -0.417 -1.625
*
```


[10]
Molecular formula: C5H5N
Method: DFT, the ωB97M-V functional and the def2-TZVPD basis

Summary:
Total energy ... -6748.9605 eV
Strongest force on any atom ... 6.2 eV Å⁻¹

ORCA input file:
```
! wB97M-V def2-TZVPD RIJCOSX def2/J DEFGRID3
* xyz 0 1
C -1.344 -0.858 -0.482
C -1.840 0.210 0.132
C 2.661 -0.206 -0.071
C -0.523 0.348 -0.700
C 0.505 0.549 0.377
N 1.722 0.386 0.370
H -1.489 -1.919 -0.204
H -2.443 0.654 0.812
H 2.954 -1.317 0.095
H -0.422 0.887 -1.532
H 0.219 1.267 1.202
*
```


[11]
Molecular formula: C5H5N
Method: DFT, the ωB97M-V functional and the def2-TZVPD basis

Summary:
Total energy ... -6753.9505 eV
Strongest force on any atom ... 1.1 eV Å⁻¹
SMILES ... C=C=C(C)C#N

ORCA input file:
```
! wB97M-V def2-TZVPD RIJCOSX def2/J DEFGRID3
* xyz 0 1
C 2.001 -0.635 0.720
C 0.919 -0.113 0.240
C -0.272 0.350 -0.036
C -1.351 -0.497 -0.653
C -0.503 1.760 0.109
N -0.711 2.897 0.165
H 1.844 -0.896 1.763
H 2.919 -0.767 0.148
H -1.075 -1.554 -0.624
H -2.304 -0.357 -0.137
H -1.466 -0.189 -1.694
*
```


[12]
Molecular formula: C5H5N
Method: DFT, the ωB97M-V functional and the def2-TZVPD basis

Summary:
Total energy ... -6751.1800 eV
Strongest force on any atom ... 3.4 eV Å⁻¹
SMILES ... CC=C=C1C=N1

ORCA input file:
```
! wB97M-V def2-TZVPD RIJCOSX def2/J DEFGRID3
* xyz 0 1
C 1.085 -1.669 -0.004
C 0.115 -0.858 -0.854
C -0.538 0.168 -0.374
C -0.894 1.152 0.385
C -1.010 2.548 0.565
N -1.931 1.830 1.185
H 1.162 -1.101 0.861
H 2.062 -1.923 -0.501
H 0.451 -2.498 0.186
H 0.066 -1.173 -1.948
H -0.568 3.523 0.499
*
```


[13]
Molecular formula: C5H5N
Method: DFT, the ωB97M-V functional and the def2-TZVPD basis

Summary:
Total energy ... -6753.4818 eV
Strongest force on any atom ... 4.2 eV Å⁻¹
SMILES ... C=C1C=CN=C1

ORCA input file:
```
! wB97M-V def2-TZVPD RIJCOSX def2/J DEFGRID3
* xyz 0 1
C -0.492 0.622 1.525
C 0.095 -0.096 0.569
C 1.031 0.490 -0.480
C 0.674 -0.210 -1.592
N -0.485 -1.089 -1.317
C -0.642 -1.159 -0.062
H -0.387 1.687 1.767
H -1.425 0.236 1.980
H 1.876 1.098 -0.271
H 1.150 -0.002 -2.549
H -1.396 -1.577 0.431
*
```


[14]
Molecular formula: C5H5N
Method: DFT, the ωB97M-V functional and the def2-TZVPD basis

Summary:
Total energy ... -6750.7828 eV
Strongest force on any atom ... 5.7 eV Å⁻¹
SMILES ... CC1=C=C1.C#N

ORCA input file:
```
! wB97M-V def2-TZVPD RIJCOSX def2/J DEFGRID3
* xyz 0 1
C 0.456 0.785 -0.025
C -0.063 -0.512 0.088
C -0.161 -1.588 1.078
C -0.502 -1.640 -0.294
H -0.096 1.471 0.708
H 0.417 1.150 -1.043
H 1.485 0.693 0.163
H -0.764 -2.446 -1.048
C -3.204 0.409 -0.447
N -2.936 0.945 0.518
H -3.480 -0.120 -1.340
*
```


[15]
Molecular formula: C5H5N
Method: DFT, the ωB97M-V functional and the def2-TZVPD basis

Summary:
Total energy ... -6753.0213 eV
Strongest force on any atom ... 1.4 eV Å⁻¹

ORCA input file:
```
! wB97M-V def2-TZVPD RIJCOSX def2/J DEFGRID3
* xyz 0 1
C 0.342 1.601 -0.922
C 0.718 0.658 0.192
C -0.082 -0.248 0.687
C -0.803 -1.296 1.012
C -0.292 -3.334 -0.453
N -0.602 -2.455 0.269
H 0.367 2.638 -0.571
H 1.054 1.512 -1.750
H -0.659 1.382 -1.302
H 1.732 0.726 0.589
H -1.534 -1.337 1.817
*
```


[16]
Molecular formula: C5H5N
Method: DFT, the ωB97M-V functional and the def2-TZVPD basis

Summary:
Total energy ... -6748.3366 eV
Strongest force on any atom ... 4.6 eV Å⁻¹

ORCA input file:
```
! wB97M-V def2-TZVPD RIJCOSX def2/J DEFGRID3
* xyz 0 1
C -0.999 -0.661 0.364
C -0.312 -1.739 0.571
C -0.188 2.109 -0.785
C 0.494 -2.778 0.724
C -1.842 0.324 0.357
N 0.611 2.778 -0.169
H 0.081 1.664 -1.808
H 0.345 -3.803 1.109
H 1.572 -2.541 0.594
H -1.153 1.463 -0.201
H 1.391 3.185 -0.755
*
```


[17]
Molecular formula: C5H5N
Method: DFT, the ωB97M-V functional and the def2-TZVPD basis

Summary:
Total energy ... -6750.4243 eV
Strongest force on any atom ... 1.0 eV Å⁻¹

ORCA input file:
```
! wB97M-V def2-TZVPD RIJCOSX def2/J DEFGRID3
* xyz 0 1
C -1.657 -0.859 -0.129
C 0.777 1.073 0.856
C 1.734 0.227 0.400
C 2.608 -0.584 0.116
C 0.185 2.016 0.021
N -0.386 2.842 -0.577
H -0.904 -1.508 -0.584
H -2.583 -1.421 0.013
H -1.849 -0.006 -0.787
H -1.296 -0.504 0.843
H 3.371 -1.276 -0.172
*
```


[18]
Molecular formula: C5H5N
Method: DFT, the ωB97M-V functional and the def2-TZVPD basis

Summary:
Total energy ... -6748.7231 eV
Strongest force on any atom ... 5.0 eV Å⁻¹

ORCA input file:
```
! wB97M-V def2-TZVPD RIJCOSX def2/J DEFGRID3
* xyz 0 1
C 2.117 -1.029 2.293
C -0.118 -0.568 1.028
C 1.380 -0.510 1.392
C 0.196 0.042 -0.228
C -0.558 0.228 -1.530
N 1.433 0.128 0.129
H 2.443 -1.269 3.224
H -0.794 -0.077 1.622
H 0.257 -0.221 -2.278
H -0.807 1.221 -1.745
H -1.347 -0.421 -1.265
*
```


[19]
Molecular formula: C5H5N
Method: DFT, the ωB97M-V functional and the def2-TZVPD basis

Summary:
Total energy ... -6751.4855 eV
Strongest force on any atom ... 2.9 eV Å⁻¹

ORCA input file:
```
! wB97M-V def2-TZVPD RIJCOSX def2/J DEFGRID3
* xyz 0 1
C 3.361 1.475 -0.541
C -0.855 -0.826 -0.213
C 1.145 1.009 0.619
C -0.107 -0.229 -1.388
C 0.324 0.155 -0.227
N 2.387 1.242 0.020
H -1.897 -0.588 0.190
H -0.801 -1.844 0.154
H 0.684 2.051 0.838
H 1.097 0.602 1.681
H 0.152 -0.473 -2.465
*
```